No. 1
Molecular formula: C22H15AsO4Pd
Method: DFT, ωB97M-V/def2-TZVPD

Each line ends with the Mulliken charge.
Positions of all 43 atoms, in Å:
Pd (0.05069, -0.00456, -0.74238)  -0.077
As (-0.16926, 0.89169, 2.49825)  0.946
O (-0.03361, -2.78647, 0.60186)  -0.094
O (-3.08345, 0.04255, -1.97742)  -0.074
O (2.82895, 0.15578, -2.09644)  -0.129
O (-0.01694, 2.84120, 0.21807)  -0.254
C (0.00802, -1.79825, 0.01275)  0.219
C (-2.90628, -0.04957, 2.43916)  -0.495
C (1.50477, 0.18575, 3.21472)  0.560
C (-1.53603, 2.20850, 4.75082)  0.063
C (2.81035, -0.57680, 5.11023)  -0.804
C (-0.01956, 1.67712, 0.40995)  0.507
C (1.58143, -0.17536, 4.56977)  -0.197
C (-1.61019, -0.36986, 2.87088)  0.256
C (-1.35347, -1.56965, 3.53622)  -0.270
C (3.95508, -0.59204, 4.31273)  -0.507
C (-1.67175, 3.21362, 5.71636)  -0.692
C (0.25612, 4.37006, 4.79906)  -0.713
C (3.87739, -0.22473, 2.96294)  -0.653
C (-0.50323, 2.29925, 3.81089)  0.578
C (-2.41291, -2.43809, 3.81881)  -0.713
C (1.73689, 0.09345, -1.72956)  0.388
C (2.65076, 0.16817, 2.40958)  -0.361
C (-1.95355, 0.02927, -1.82280)  0.369
C (-0.77445, 4.28762, 5.74393)  -0.457
C (0.39186, 3.37599, 3.82566)  -0.468
C (-3.70919, -2.12548, 3.39589)  -0.490
C (-3.95527, -0.93573, 2.70005)  -0.715
H (4.91539, -0.88815, 4.73865)  0.417
H (2.58271, 0.46311, 1.36057)  0.270
H (-2.47881, 3.15242, 6.44642)  0.421
H (0.68785, -0.13557, 5.19987)  0.540
H (4.77047, -0.23458, 2.33492)  0.425
H (1.19298, 3.43044, 3.08195)  0.360
H (-0.33280, -1.81914, 3.83438)  0.526
H (2.86013, -0.87020, 6.15747)  0.422
H (-4.53257, -2.81430, 3.60536)  0.425
H (-2.22310, 1.36036, 4.73223)  0.329
H (-4.96547, -0.69182, 2.36320)  0.439
H (-0.87806, 5.06666, 6.50557)  0.399
H (-3.08953, 0.88339, 1.90048)  0.454
H (-2.21877, -3.36190, 4.36487)  0.445
H (0.95513, 5.20407, 4.81776)  0.409

Forces on atoms 1 to 6 (eV/Å):
-1.56 0.18 -1.30
-0.41 0.00 3.54
0.08 3.29 -2.11
3.05 -0.04 0.18
-4.10 -0.10 1.13
0.08 -3.22 0.71

Values from the calculation:
**Net charge**: +2
**Orbital gap (spin up / spin down)**: 7.7712 / 4.7392 eV
**2S+1**: 3
**E**: -95546.0262 eV
**Max |F|**: 0.11455 hartree/bohr

No. 2
Molecular formula: C45H66N2O3Si3TeTi
Method: DFT, ωB97M-V/def2-TZVPD

Each line ends with the Mulliken charge.
Positions of all 121 atoms, in Å:
Te (1.44187, -2.05247, 0.23639)  -0.325
Ti (-0.50978, 0.02374, 0.67920)  -1.345
Si (-1.10912, 1.92872, -1.05182)  1.032
Si (2.45167, -2.40277, -3.04420)  0.180
Si (1.37891, -5.15290, 1.42678)  0.210
O (-1.70538, -1.23097, 0.14171)  0.755
O (-1.76064, 1.02973, 2.16120)  -0.136
O (1.52943, -1.94651, 2.90293)  -0.557
N (-1.80223, -0.01269, 4.20766)  0.832
N (-0.12081, -0.38750, 2.60891)  2.335
C (-3.04556, 0.64369, 4.53896)  -1.030
C (-0.57887, 4.53032, -2.31496)  -0.627
C (0.02184, 5.35778, -3.25769)  -0.600
C (1.96461, 1.34033, 3.83839)  -1.230
C (-1.23939, 0.22950, 3.01167)  -1.056
C (1.03924, 4.87427, -4.06598)  -0.771
C (2.31557, 3.35384, 0.72908)  0.467
C (-3.02881, -1.71651, 0.24072)  1.663
C (1.75166, 3.12810, 2.00413)  1.062
C (-1.27113, -1.02700, 5.04076)  -1.059
C (-2.65666, 4.70735, 1.59961)  -0.749
C (3.83754, 2.01653, -0.88763)  -1.454
C (-2.37852, 3.04068, -0.15285)  1.286
C (2.10969, -5.96184, -0.11618)  -0.754
C (2.64111, -0.56868, -3.33157)  -0.168
C (2.34419, 4.67401, 0.01772)  -1.641
C (-4.59104, 3.79612, 0.51587)  -0.758
C (-3.20904, -2.37349, 1.60929)  -1.175
C (0.28941, -3.73368, 0.90043)  -0.067
C (2.91924, 1.25220, 1.41892)  0.797
C (2.15166, 1.85184, 2.44171)  0.119
C (1.09552, -2.74216, -1.81813)  -0.472
C (0.47741, -1.41276, 3.38207)  -0.534
C (1.03367, 4.13089, 2.86105)  -1.642
C (-0.17860, 3.20486, -2.14350)  1.129
C (-3.54222, 1.37134, -4.48313)  -0.842
C (-2.38141, -0.68933, -4.10135)  -0.116
C (-3.22977, -2.74955, -0.86622)  -1.515
C (2.99678, 2.18116, 0.34589)  0.769
C (-3.76700, 3.00197, -0.27628)  -0.415
C (-3.25749, 0.06541, -4.86701)  -0.736
C (0.84971, 2.74485, -2.96807)  -0.545
C (-2.07958, 1.16361, -2.54515)  -0.120
C (-2.95187, 1.90815, -3.34771)  -0.407
C (4.08027, -3.12007, -2.43546)  -1.074
C (-1.84702, 3.90549, 0.81132)  -0.377
C (0.30629, -6.44511, 2.29273)  -1.197
C (2.03158, -3.23460, -4.68773)  -1.188
C (-1.81194, -0.14233, -2.95613)  0.557
C (-4.03884, 4.65559, 1.45412)  -0.763
C (2.79867, -4.71710, 2.55793)  -0.901
C (-4.00510, -0.55549, 0.07378)  -1.249
C (3.83180, 0.07238, 1.60785)  -1.262
C (1.45164, 3.55553, -3.91756)  0.055
C (-0.14248, -1.72779, 4.58823)  -1.214
H (0.94789, 1.51436, 4.21047)  0.133
H (3.33859, -5.63202, 2.82353)  0.434
H (-0.46707, -6.83398, 1.62495)  0.321
H (0.13494, -2.34427, -2.15653)  0.139
H (3.46262, -0.34825, -4.01859)  0.447
H (-1.14513, -0.74980, -2.35333)  -0.755
H (3.39851, 2.52064, -1.75447)  0.156
H (2.44294, -4.21433, 3.45716)  0.198
H (2.64537, 1.83193, 4.55149)  0.387
H (-5.66854, 3.73755, 0.40096)  0.348
H (-3.78703, 0.22464, 0.80540)  0.121
H (-3.16032, 2.94113, -3.08627)  0.455
H (-4.21664, 1.97661, -5.07965)  0.362
H (1.72288, -0.14437, -3.74664)  0.169
H (-3.02541, 1.67436, 4.19039)  0.237
H (4.27943, -2.80116, -1.40971)  0.284
H (-4.22508, 2.33149, -0.99564)  0.239
H (3.12060, 5.34281, 0.42081)  0.310
H (2.54801, 4.55868, -1.04809)  0.318
H (3.37356, -0.71510, 2.21188)  0.209
H (1.33357, -6.31390, -0.80101)  0.293
H (-1.80871, -1.21929, 5.95412)  0.386
H (-1.37904, 4.93121, -1.70208)  0.298
H (-0.30695, 6.38701, -3.35676)  0.361
H (1.10283, -2.83010, -5.09837)  0.295
H (2.82237, -3.07617, -5.42651)  0.303
H (4.77071, 0.36663, 2.10295)  0.332
H (4.11611, -0.38363, 0.65339)  0.172
H (-2.20718, 5.35826, 2.34150)  0.405
H (-2.96932, -1.66916, 2.40769)  0.046
H (3.48997, -4.02842, 2.06795)  0.222
H (1.90063, -4.31219, -4.55740)  0.288
H (2.73342, -6.81703, 0.15995)  0.406
H (-5.03618, -0.89579, 0.21202)  0.574
H (4.85524, 2.42252, -0.77339)  0.318
H (-2.54500, -3.23350, 1.70996)  0.181
H (-3.10602, -2.28158, -1.84349)  0.235
H (1.64514, 4.46620, 3.71220)  0.314
H (-3.90268, 0.14225, 4.07677)  0.217
H (1.18805, 1.72313, -2.86182)  -0.120
H (-0.77110, 3.92609, 0.96106)  0.262
H (2.85072, -0.05362, -2.39042)  -0.418
H (3.95898, 0.96074, -1.15377)  0.171
H (4.06567, -4.21353, -2.44922)  0.279
H (0.29459, -2.50132, 5.20511)  0.429
H (1.39661, 5.21467, 0.09589)  0.241
H (-2.14317, -1.70826, -4.38951)  0.451
H (-4.67937, 5.27234, 2.07522)  0.295
H (-3.16441, 0.62543, 5.62239)  0.400
H (-3.71046, -0.35490, -5.75802)  0.333
H (-0.32617, -3.37333, 1.72284)  -0.107
H (2.14889, 0.26604, 3.90449)  0.337
H (0.98012, -3.82544, -1.72263)  0.524
H (0.76945, 5.02870, 2.29299)  0.415
H (2.74157, -5.25196, -0.65681)  -0.103
H (-4.23168, -3.18492, -0.81057)  0.344
H (-2.49405, -3.55018, -0.76368)  0.178
H (-0.19096, -6.00870, 3.16243)  0.319
H (-4.24120, -2.71019, 1.74124)  0.493
H (0.10414, 3.73146, 3.28772)  0.150
H (1.51291, 5.51902, -4.79795)  0.316
H (2.25370, 3.16113, -4.53232)  0.383
H (0.91341, -7.28757, 2.63679)  0.313
H (4.91121, -2.78412, -3.06145)  0.406
H (-3.90826, -0.12692, -0.92567)  0.054
H (-0.35880, -4.01475, 0.06733)  0.321

Forces on atoms 1 to 6 (eV/Å):
0.42 -0.29 -0.27
0.05 0.11 0.27
-0.15 0.24 -0.46
0.01 0.05 -0.05
0.05 -0.13 -0.01
-0.28 0.17 -0.10

Values from the calculation:
**Net charge**: -2
**Orbital gap (spin up / spin down)**: 3.5154 / 4.3764 eV
**2S+1**: 3
**E**: -110904.8046 eV
**Max |F|**: 0.01208 hartree/bohr
**Energy above the lowest of the compared OMol25 structures with the same formula, charge and spin**: 117.4 kJ/mol

No. 3
Molecular formula: C21H26BaN2O9P2S2
Method: DFT, ωB97M-V/def2-TZVPD

Each line ends with the Mulliken charge.
Positions of all 63 atoms, in Å:
Ba (0.44918, 1.69599, -1.53073)  1.869
S (-1.28156, -1.89798, -1.50851)  -0.064
S (2.73355, 0.37286, 1.18673)  0.215
P (2.24111, 3.06560, -3.89022)  0.896
P (2.67581, 0.17238, -3.57858)  0.468
O (1.27398, 3.85827, -4.66279)  -0.715
O (1.33691, 0.84102, 0.83937)  -0.559
O (2.25045, 3.22238, -2.37899)  -0.813
O (-1.30457, -0.40182, -1.29365)  -0.374
O (2.06663, -0.24687, -2.25634)  -0.230
O (1.79781, 1.44662, -4.06980)  -0.348
O (3.70498, 3.06980, -4.48644)  -0.547
O (2.22769, -0.96763, -4.61740)  -0.515
O (4.12137, 0.48442, -3.68835)  -0.886
N (-2.07199, 3.14361, -1.54232)  -0.028
N (-3.46778, 1.61773, -0.51624)  -0.281
C (1.48142, 0.07127, 3.61456)  -0.221
C (-3.26897, 2.88797, -1.00829)  0.438
C (2.92629, -1.31331, 0.55276)  -0.527
C (-2.36349, -2.57607, -0.26029)  0.560
C (-3.63338, -2.33741, 1.74838)  -0.869
C (1.95811, -2.37001, 1.06967)  -1.050
C (0.30059, -2.46573, -0.84848)  -0.315
C (3.86642, -0.32674, 3.58113)  -0.271
C (-2.74394, 5.40098, -1.97220)  -0.833
C (-1.82828, 4.37237, -2.01785)  -0.130
C (-2.80521, -1.78032, 0.78355)  -0.165
C (-4.00540, -3.67172, 1.66374)  -0.461
C (-3.98422, 5.13269, -1.39976)  -0.258
C (0.49772, -2.19923, 0.63712)  -0.271
C (-4.25850, 3.87409, -0.91330)  -0.711
C (-2.74096, -3.90735, -0.36644)  -0.362
C (3.83388, -0.62298, 4.93441)  -0.648
C (2.68414, 0.00373, 2.93339)  0.305
C (-3.56007, -4.45682, 0.60782)  -0.600
C (1.46065, -0.22030, 4.97210)  -0.656
C (2.63124, -0.57125, 5.62856)  -0.412
H (-4.64996, -4.10117, 2.41928)  0.389
H (3.95912, -1.56287, 0.81068)  0.571
H (4.80448, -0.34576, 3.03844)  0.396
H (4.74883, -0.88308, 5.44974)  0.389
H (4.17832, 2.25664, -4.19552)  0.434
H (-2.49742, -0.74382, 0.83747)  0.379
H (-2.86161, 0.89801, -0.89212)  0.146
H (2.32679, -3.34083, 0.72403)  0.448
H (1.02033, -1.93317, -1.47933)  0.124
H (-4.42498, 1.33461, -0.39105)  0.244
H (-3.98481, -1.72745, 2.57033)  0.432
H (0.35175, -3.53115, -1.09073)  0.487
H (-4.73748, 5.90789, -1.34023)  0.392
H (2.00157, -2.40122, 2.16073)  0.387
H (-3.85942, -5.49399, 0.53744)  0.396
H (2.88176, -1.16707, -0.53015)  0.192
H (0.58466, 0.35648, 3.08026)  0.373
H (-0.85203, 4.52546, -2.47362)  0.337
H (-2.49835, 6.37147, -2.37601)  0.433
H (2.74650, -0.90215, -5.42744)  0.313
H (2.61069, -0.79517, 6.68689)  0.383
H (0.52762, -0.16928, 5.51782)  0.400
H (-0.11694, -2.89402, 1.21305)  0.379
H (0.15922, -1.19069, 0.87524)  0.220
H (-5.21625, 3.63976, -0.46779)  0.309
H (-2.40403, -4.50768, -1.20372)  0.416

Forces on atoms 1 to 6 (eV/Å):
-0.05 -0.03 0.10
0.02 -0.02 -0.03
0.01 -0.03 -0.02
0.00 -0.03 0.08
0.00 0.04 0.00
0.00 0.01 -0.01

Values from the calculation:
**Orbital gap**: 8.8189 eV
**E**: -84559.7222 eV
**Max |F|**: 0.00231 hartree/bohr
**Energy above the lowest of the compared OMol25 structures with the same formula, charge and spin**: 4.2 kJ/mol

No. 4
Molecular formula: C18H43BCl2F4InP2
Method: DFT, ωB97M-V/def2-TZVPD

Each line ends with the Mulliken charge.
Positions of all 71 atoms, in Å:
In (-0.72242, -0.35090, 0.67344)  1.292
Cl (0.53275, -0.18734, -1.37965)  -0.635
Cl (0.60234, -0.89653, 2.54651)  -0.506
P (4.08760, 0.52943, -0.38261)  0.443
P (-3.32833, -0.66747, -0.10189)  -0.407
F (-1.27903, 3.97573, 1.17534)  -0.305
F (-1.53314, 2.19832, 2.67071)  -0.373
F (0.57012, 2.69365, 1.77802)  -0.220
F (-1.09319, 1.75719, 0.42482)  -0.464
C (4.30553, 2.18787, -1.09891)  0.301
C (-3.96102, -2.96831, 1.25682)  -1.439
C (-4.24569, 0.98240, -0.37181)  0.864
C (-5.71289, 0.78350, -0.79540)  -1.715
C (-4.98523, -2.25728, -1.82805)  -1.350
C (2.98467, 2.96312, -0.87209)  -1.245
C (-4.36936, -0.79517, 2.44673)  -1.557
C (4.33637, -0.81651, -1.58424)  0.546
C (-3.65546, -1.47886, -1.76651)  0.640
C (3.56930, -2.07578, -1.16808)  -1.343
C (-4.43506, -1.52160, 1.10419)  0.624
C (4.73138, 0.39011, 1.31955)  0.587
C (4.49017, -1.01950, 1.89258)  -1.497
C (4.04923, 1.43597, 2.23516)  -1.266
C (5.55646, 2.94506, -0.65755)  -1.534
C (-2.45032, -2.31806, -2.21949)  -1.368
C (5.79509, -1.11799, -1.96834)  -1.517
C (-4.11247, 2.00103, 0.77576)  -1.433
B (-0.80646, 2.74931, 1.60195)  0.489
H (5.81123, 0.59107, 1.15098)  0.442
H (-2.87950, -2.97315, 1.41343)  0.261
H (2.79940, 3.14282, 0.19430)  0.191
H (6.41738, -1.38122, -1.10255)  0.261
H (2.12771, 2.39076, -1.24674)  0.206
H (-4.44157, -3.40625, 2.13535)  0.445
H (-1.52103, -1.72491, -2.15473)  0.229
H (2.94836, 1.35529, 2.16023)  0.139
H (-3.61021, 1.60260, 1.66658)  0.231
H (-5.79297, 0.30649, -1.78761)  0.259
H (-4.90856, 0.15734, 2.43388)  0.287
H (-1.66408, -1.86367, 0.59623)  -0.137
H (-5.87248, -1.60427, -1.75605)  0.216
H (-6.27708, 0.17727, -0.07298)  0.277
H (4.85110, -1.06448, 2.93436)  0.486
H (4.40868, 1.96828, -2.17381)  0.395
H (5.01577, -1.79848, 1.31990)  0.258
H (-5.06255, -2.97910, -1.01252)  0.142
H (3.99995, -2.54700, -0.27573)  0.219
H (-3.70929, -0.60732, -2.45602)  0.443
H (-5.47316, -1.49795, 0.73520)  0.446
H (5.56199, 3.16898, 0.41622)  0.214
H (-5.08910, 2.40171, 1.09195)  0.386
H (6.47029, 2.38699, -0.89659)  0.317
H (-2.32751, -3.22431, -1.60795)  0.233
H (5.77131, -1.97238, -2.65902)  0.447
H (4.32780, 1.24556, 3.28681)  0.454
H (-3.67591, 1.37172, -1.23864)  0.494
H (-2.58794, -2.62479, -3.27176)  0.469
H (-3.32393, -0.61128, 2.74686)  0.210
H (-4.83190, -1.43180, 3.21249)  0.486
H (-5.05291, -2.82262, -2.76892)  0.434
H (3.84882, -0.41254, -2.49360)  0.194
H (2.50847, -1.84344, -0.96900)  0.129
H (-6.20156, 1.76958, -0.84619)  0.532
H (-3.49758, 2.85373, 0.43429)  0.235
H (3.59582, -2.78289, -2.00910)  0.462
H (3.40682, -1.23371, 1.90231)  0.249
H (4.35155, 2.46119, 1.97807)  0.226
H (-4.18845, -3.60249, 0.39371)  0.237
H (2.98159, 3.93047, -1.38421)  0.461
H (6.26343, -0.28548, -2.51548)  0.342
H (5.60085, 3.89230, -1.21088)  0.480

Forces on atoms 1 to 6 (eV/Å):
0.20 -1.29 -0.78
-0.32 0.04 0.00
0.21 0.38 0.44
-3.58 -0.23 0.62
-1.88 3.24 -0.92
0.17 -0.45 0.25

Values from the calculation:
**Net charge**: -1
**Orbital gap**: 6.4600 eV
**E**: -79715.1834 eV
**Max |F|**: 0.07504 hartree/bohr
**Energy above the lowest of the compared OMol25 structures with the same formula, charge and spin**: 274.7 kJ/mol